(1)
The following is a quantum chemistry calculation of 13 unconnected molecules or ions with the total composition C31H94N20O13, from the OMol25 dataset.

Atoms and positions in Å:
C1 -5.86 -5.92 5.54
C2 -5.10 -4.55 5.62
C3 -3.90 -4.44 4.60
O1 -3.40 -3.13 4.53
C4 -2.62 -2.93 3.31
N1 -6.15 -3.57 5.36
H1 -6.45 -6.16 6.42
H2 -5.20 -6.79 5.49
H3 -6.45 -5.89 4.62
H4 -4.75 -4.46 6.65
H5 -3.99 -4.93 3.63
H6 -3.05 -4.84 5.14
H7 -2.20 -3.87 2.97
H8 -1.77 -2.34 3.65
H9 -3.05 -2.58 2.37
H10 -6.48 -3.62 4.41
H11 -5.83 -2.62 5.49
C5 -0.13 5.80 2.58
C6 0.87 6.54 1.75
C7 0.60 6.43 0.20
O2 0.78 5.16 -0.36
C8 -0.45 4.38 -0.31
N2 0.81 7.91 2.26
H12 0.14 4.75 2.70
H13 -1.12 5.94 2.15
H14 -0.16 6.18 3.60
H15 1.88 6.17 1.92
H16 1.28 7.06 -0.37
H17 -0.41 6.82 0.03
H18 -0.87 4.04 0.63
H19 -0.36 3.52 -0.97
H20 -1.28 4.99 -0.67
H21 1.30 8.41 1.52
H22 -0.14 8.18 2.07
C9 1.38 7.09 -5.59
C10 1.52 6.00 -4.52
C11 0.99 4.64 -5.13
O3 1.31 3.49 -4.33
C12 0.21 2.69 -3.87
N3 2.94 5.81 -4.09
H23 1.53 8.05 -5.10
H24 0.47 6.98 -6.17
H25 2.15 6.94 -6.35
H26 0.95 6.15 -3.60
H27 1.50 4.52 -6.08
H28 -0.07 4.69 -5.38
H29 -0.60 3.35 -3.55
H30 0.51 2.16 -2.97
H31 -0.21 2.04 -4.64
H32 3.34 5.34 -4.89
H33 2.94 5.16 -3.33
C13 1.99 0.77 4.24
C14 2.67 0.29 3.00
C15 2.95 1.39 1.98
O4 3.79 2.33 2.66
C16 4.09 3.50 1.85
N4 3.80 -0.56 3.35
H34 2.62 1.41 4.86
H35 1.58 -0.08 4.79
H36 1.06 1.28 4.01
H37 1.84 -0.28 2.59
H38 2.06 1.86 1.56
H39 3.53 0.97 1.15
H40 3.27 4.03 1.37
H41 4.72 3.22 1.00
H42 4.62 4.27 2.40
H43 4.42 0.11 3.76
H44 3.33 -1.12 4.05
C17 5.36 -6.21 2.57
C18 4.01 -6.14 3.24
C19 3.24 -4.75 3.13
O5 1.89 -4.75 3.62
C20 1.02 -3.58 3.69
N5 3.08 -7.29 2.95
H45 5.94 -6.86 3.23
H46 5.93 -5.28 2.49
H47 5.23 -6.68 1.59
H48 4.45 -6.15 4.24
H49 3.13 -4.33 2.13
H50 3.79 -3.97 3.65
H51 0.90 -3.20 2.67
H52 1.43 -2.83 4.36
H53 0.10 -3.88 4.18
H54 2.23 -7.26 3.50
H55 3.56 -8.10 3.33
C21 1.54 -1.01 -4.56
C22 0.36 -2.00 -4.17
C23 0.02 -3.19 -5.16
O6 -0.13 -2.67 -6.47
C24 -0.37 -3.55 -7.58
N6 0.69 -2.57 -2.85
H56 2.22 -1.62 -5.16
H57 2.08 -0.71 -3.66
H58 1.15 -0.27 -5.26
H59 -0.52 -1.37 -4.07
H60 -0.97 -3.58 -4.93
H61 0.73 -3.99 -5.00
H62 -1.32 -4.03 -7.33
H63 0.48 -4.23 -7.59
H64 -0.42 -3.11 -8.58
H65 1.44 -3.24 -2.94
H66 1.11 -1.86 -2.27
C25 -2.35 -4.68 -1.72
O7 -2.17 -5.66 -2.39
N7 -1.33 -3.90 -1.38
N8 -3.46 -4.32 -1.19
H67 -0.50 -4.02 -1.94
H68 -1.38 -2.99 -0.95
H69 -4.25 -4.60 -1.75
H70 -3.52 -3.45 -0.67
C26 -5.06 -1.34 -1.17
O8 -4.42 -0.65 -2.02
N9 -6.35 -1.37 -1.05
N10 -4.45 -1.73 -0.11
H71 -6.98 -0.94 -1.72
H72 -6.91 -1.89 -0.39
H73 -3.46 -1.59 -0.21
H74 -4.93 -1.84 0.77
C27 -0.93 -0.58 -0.13
O9 -1.57 -1.50 0.31
N11 0.35 -0.61 -0.17
N12 -1.32 0.22 -1.06
H75 0.88 0.07 -0.70
H76 0.80 -1.33 0.38
H77 -0.67 0.88 -1.46
H78 -2.27 0.20 -1.41
C28 -3.66 3.20 -1.77
O10 -3.32 2.49 -0.87
N13 -4.08 4.43 -1.69
N14 -3.81 2.71 -3.00
H79 -4.02 4.79 -0.75
H80 -4.15 4.99 -2.53
H81 -3.85 1.70 -3.01
H82 -4.12 3.31 -3.74
C29 -2.97 1.83 3.00
O11 -3.05 2.51 4.00
N15 -3.21 2.42 1.86
N16 -2.42 0.71 2.70
H83 -2.92 2.12 0.95
H84 -3.51 3.37 2.05
H85 -1.94 0.40 3.53
H86 -2.49 0.19 1.84
C30 3.33 -2.55 -0.15
O12 2.22 -2.97 0.03
N17 3.80 -2.49 -1.36
N18 4.11 -1.94 0.74
H87 3.14 -2.90 -2.01
H88 4.61 -1.90 -1.52
H89 5.07 -1.72 0.52
H90 3.74 -1.52 1.58
C31 2.89 2.19 -1.70
O13 2.13 1.24 -1.65
N19 2.65 3.44 -1.33
N20 4.16 2.06 -1.97
H91 1.83 3.81 -0.88
H92 3.57 3.86 -1.27
H93 4.83 2.81 -1.98
H94 4.58 1.14 -2.00

Computed properties:
**HOMO**: -8.237 eV
**Net charge**: 0

Mulliken population analysis, charges in e, atoms 1 to 5: number 1, C, carries -1.260; number 2, C, carries 0.266; number 3, C, carries -0.728; number 4, O, carries -0.373; number 5, C, carries -0.637



(2)
The following is a quantum chemistry calculation of 13 unconnected molecules or ions with the total composition C31H94N20O13, from the OMol25 dataset.

Atoms and positions in Å:
C1 5.19 0.93 2.50
O1 5.78 0.75 1.42
N1 4.02 0.46 2.79
N2 5.88 1.57 3.52
H1 3.74 0.57 3.77
H2 3.50 0.04 2.09
H3 6.87 1.64 3.58
H4 5.44 1.46 4.45
C2 -3.42 -1.61 -3.21
O2 -3.52 -1.24 -4.39
N3 -4.22 -2.53 -2.51
N4 -2.50 -1.06 -2.29
H5 -4.00 -2.93 -1.60
H6 -4.95 -2.83 -3.13
H7 -2.02 -0.17 -2.49
H8 -2.84 -1.16 -1.27
C3 -4.52 1.24 4.38
O3 -5.04 0.58 3.50
N5 -3.33 0.77 4.87
N6 -5.11 2.39 4.82
H9 -2.96 0.07 4.27
H10 -2.65 1.41 5.34
H11 -5.61 2.81 4.08
H12 -4.55 2.95 5.43
C4 -2.08 -2.64 4.03
O4 -1.94 -1.56 3.47
N7 -2.74 -2.75 5.22
N8 -1.45 -3.77 3.60
H13 -2.83 -3.70 5.52
H14 -3.64 -2.23 5.25
H15 -1.61 -4.77 3.69
H16 -0.92 -3.62 2.77
C5 0.82 -1.20 0.71
O5 1.69 -0.75 1.52
N9 1.15 -1.26 -0.59
N10 -0.42 -1.73 1.00
H17 2.09 -1.05 -1.02
H18 0.56 -1.87 -1.15
H19 -0.92 -2.28 0.36
H20 -0.74 -1.56 1.94
C6 -2.43 -4.76 -0.54
O6 -2.42 -3.51 -0.31
N11 -1.61 -5.35 -1.42
N12 -3.29 -5.55 0.19
H21 -1.19 -4.74 -2.16
H22 -1.26 -6.29 -1.30
H23 -3.67 -5.17 1.07
H24 -3.60 -6.50 -0.02
C7 -5.01 -2.81 2.51
O7 -4.82 -4.04 2.59
N13 -5.77 -2.26 3.45
N14 -4.44 -2.01 1.56
H25 -6.38 -2.93 3.93
H26 -5.98 -1.30 3.35
H27 -3.59 -2.39 1.18
H28 -4.52 -0.98 1.62
C8 -0.81 -2.32 -5.67
C9 -0.85 -3.62 -4.82
C10 0.04 -4.71 -5.50
O8 1.35 -4.39 -5.44
C11 2.32 -5.46 -5.63
N15 -0.38 -3.43 -3.46
H29 -1.20 -2.34 -6.68
H30 0.21 -1.94 -5.61
H31 -1.43 -1.56 -5.19
H32 -1.89 -3.99 -4.74
H33 -0.28 -4.61 -6.52
H34 -0.09 -5.70 -5.06
H35 2.24 -5.90 -6.64
H36 2.18 -6.32 -4.93
H37 3.26 -5.01 -5.52
H38 -0.70 -2.52 -3.12
H39 0.64 -3.38 -3.56
C12 0.19 1.52 3.63
C13 0.85 0.70 4.77
C14 1.82 1.69 5.55
O9 2.59 2.34 4.55
C15 3.42 3.48 4.86
N16 -0.08 0.15 5.73
H40 -0.84 1.11 3.36
H41 0.70 1.66 2.69
H42 0.06 2.53 4.00
H43 1.51 -0.03 4.15
H44 2.47 1.26 6.27
H45 1.21 2.34 6.20
H46 2.76 4.26 5.19
H47 3.92 3.71 3.91
H48 4.12 3.26 5.66
H49 -0.79 -0.33 5.22
H50 0.42 -0.56 6.28
C16 0.77 2.58 -0.09
C17 1.64 3.61 0.59
C18 3.07 3.30 0.17
O10 4.02 4.25 0.65
C19 5.35 3.87 0.33
N17 1.22 4.98 0.18
H51 -0.31 2.90 -0.26
H52 0.81 1.55 0.27
H53 1.16 2.62 -1.13
H54 1.55 3.49 1.66
H55 3.14 3.37 -0.94
H56 3.25 2.31 0.58
H57 5.92 4.83 0.21
H58 5.42 3.32 -0.61
H59 5.80 3.34 1.17
H60 1.86 5.69 0.38
H61 1.05 5.10 -0.84
C20 5.56 -2.48 -1.84
C21 4.86 -1.29 -2.52
C22 3.88 -1.56 -3.61
O11 4.51 -2.40 -4.55
C23 4.21 -2.13 -5.91
N18 4.09 -0.59 -1.43
H62 4.96 -3.04 -1.11
H63 6.44 -2.24 -1.18
H64 5.78 -3.22 -2.58
H65 5.59 -0.63 -3.01
H66 3.50 -0.67 -4.08
H67 2.99 -2.14 -3.23
H68 3.16 -2.29 -6.23
H69 4.85 -2.82 -6.48
H70 4.39 -1.07 -6.12
H71 4.32 0.41 -1.26
H72 4.05 -1.06 -0.53
C24 1.06 1.04 -3.28
C25 -0.10 1.28 -4.22
C26 -1.05 2.39 -3.86
O12 -1.51 2.08 -2.55
C27 -2.46 2.95 -2.05
N19 0.41 1.72 -5.55
H73 0.73 0.80 -2.30
H74 1.81 1.85 -3.32
H75 1.55 0.15 -3.67
H76 -0.66 0.33 -4.31
H77 -1.85 2.40 -4.61
H78 -0.54 3.33 -3.87
H79 -3.45 2.76 -2.47
H80 -2.20 4.01 -2.25
H81 -2.53 2.84 -0.98
H82 1.13 2.43 -5.54
H83 0.48 1.11 -6.34
C28 -3.94 5.22 2.60
C29 -2.49 4.85 2.12
C30 -2.35 3.31 2.03
O13 -3.41 2.63 1.33
C31 -3.04 1.33 0.86
N20 -2.18 5.61 0.92
H84 -4.65 4.86 1.88
H85 -4.14 6.32 2.64
H86 -4.18 4.91 3.58
H87 -1.78 5.21 2.87
H88 -2.38 2.91 3.07
H89 -1.41 3.09 1.51
H90 -2.81 0.71 1.79
H91 -2.15 1.26 0.22
H92 -3.91 0.96 0.30
H93 -1.18 5.40 0.73
H94 -2.80 5.33 0.13

Computed properties:
**HOMO**: -8.769 eV
**Net charge**: 0

Mulliken population analysis, charges in e, atoms 1 to 5: number 1, C, carries 0.655; number 2, O, carries -0.696; number 3, N, carries -0.004; number 4, N, carries -0.341; number 5, H, carries -0.018



Quick one: least stable of them? (1)



(1)
The following is a quantum chemistry calculation of a molecular structure, C24H15F5IrN6OSbSe5Te, from the OMol25 dataset.

Atoms and positions in Å:
Ir1 -0.52 -0.99 0.13
C1 1.82 3.18 3.48
C2 0.74 2.70 4.21
C3 -0.16 1.83 3.65
C4 0.05 1.37 2.34
C5 1.14 1.84 1.61
C6 2.00 2.76 2.17
N1 -0.85 0.47 1.74
N2 -1.98 0.41 2.30
C7 -2.91 -0.35 1.66
C8 -4.23 -0.35 2.12
C9 -5.21 -0.95 1.36
C10 -4.89 -1.52 0.13
C11 -3.57 -1.55 -0.30
C12 -2.54 -1.04 0.48
H1 2.53 3.86 3.93
H2 0.62 3.00 5.25
H3 -1.00 1.44 4.19
H4 1.26 1.55 0.57
H5 2.85 3.11 1.60
H6 -4.45 0.15 3.05
H7 -6.24 -0.96 1.71
H8 -5.65 -1.95 -0.49
H9 -3.36 -1.98 -1.27
Se1 -1.40 -6.57 0.15
Sb1 -2.39 -4.32 0.24
Se2 -0.11 -2.83 1.68
Se3 -0.74 -2.91 -1.26
Se4 -4.24 -4.78 -1.37
Se5 2.56 2.34 -6.22
N3 3.22 1.20 -5.03
C13 2.34 1.06 -4.08
C14 2.50 0.18 -2.95
C15 3.65 -0.59 -2.77
C16 3.66 -1.53 -1.77
C17 2.55 -1.65 -0.95
N4 1.49 -0.85 -1.02
C18 1.44 0.04 -2.04
C19 0.23 0.82 -2.18
N5 -0.76 0.64 -1.29
C20 -1.87 1.36 -1.39
C21 -2.08 2.30 -2.39
C22 -1.10 2.47 -3.35
C23 0.07 1.72 -3.25
C24 1.13 1.82 -4.24
N6 1.05 2.57 -5.31
H10 4.48 -0.46 -3.44
H11 4.51 -2.18 -1.59
H12 2.51 -2.45 -0.23
H13 -2.62 1.19 -0.64
H14 -3.00 2.86 -2.41
H15 -1.21 3.16 -4.17
F1 3.80 0.11 1.21
Te1 2.54 -1.23 2.29
F2 4.11 -2.26 1.71
F3 2.80 -2.54 3.67
F4 3.28 -0.20 3.72
F5 0.69 -1.30 3.47
O1 1.48 -3.21 1.57

Computed properties:
**Multiplicity**: 2
**HOMO (spin up / spin down)**: -4.687 / -4.530 eV
**Net charge**: -1

Mulliken population analysis, charges in e, atoms 1 to 5: number 1, Ir, carries 2.537; number 2, C, carries -0.487; number 3, C, carries -0.651; number 4, C, carries -0.424; number 5, C, carries 0.086



(2)
The following is a quantum chemistry calculation of a molecular structure, C24H15F5IrN6OSbSe5Te, from the OMol25 dataset.

Atoms and positions in Å:
Ir1 -0.04 0.79 -0.84
C1 1.24 0.03 4.74
C2 2.08 1.07 4.34
C3 2.17 1.42 3.01
C4 1.41 0.73 2.07
C5 0.57 -0.30 2.46
C6 0.49 -0.65 3.80
N1 1.48 1.05 0.67
N2 2.52 1.64 0.33
C7 2.62 1.86 -1.04
C8 3.83 2.35 -1.54
C9 4.03 2.37 -2.90
C10 3.05 1.85 -3.74
C11 1.84 1.37 -3.23
C12 1.57 1.43 -1.87
H1 1.15 -0.22 5.79
H2 2.64 1.63 5.08
H3 2.80 2.24 2.68
H4 -0.03 -0.81 1.72
H5 -0.20 -1.43 4.10
H6 4.59 2.69 -0.84
H7 4.95 2.76 -3.32
H8 3.19 1.83 -4.81
H9 1.11 0.97 -3.93
Se1 -2.83 4.22 -4.68
Sb1 -0.67 3.20 -4.00
Se2 -0.90 3.05 -0.70
Se3 -1.56 1.01 -2.78
Se4 -0.29 2.49 -6.32
Se5 -2.71 -6.46 -0.23
N3 -3.42 -4.88 0.17
C13 -2.52 -3.98 -0.07
C14 -2.73 -2.55 0.12
C15 -3.94 -2.02 0.58
C16 -4.08 -0.66 0.63
C17 -3.01 0.15 0.26
N4 -1.82 -0.33 -0.08
C18 -1.69 -1.67 -0.20
C19 -0.42 -2.17 -0.72
N5 0.51 -1.25 -1.04
C20 1.70 -1.65 -1.47
C21 2.02 -3.00 -1.65
C22 1.06 -3.95 -1.36
C23 -0.18 -3.53 -0.89
C24 -1.25 -4.47 -0.57
N6 -1.15 -5.76 -0.72
H10 -4.73 -2.70 0.85
H11 -4.99 -0.19 0.96
H12 -3.11 1.23 0.24
H13 2.42 -0.88 -1.70
H14 3.00 -3.27 -2.01
H15 1.25 -5.00 -1.49
F1 -2.15 0.53 3.32
Te1 -1.77 2.30 2.41
F2 -3.66 2.31 2.61
F3 -2.09 4.17 2.56
F4 -1.02 2.64 4.12
F5 0.04 3.36 1.07
O1 -2.36 3.05 0.07

Computed properties:
**Multiplicity**: 2
**HOMO (spin up / spin down)**: -4.413 / -4.185 eV
**Net charge**: -1

Mulliken population analysis, charges in e, atoms 1 to 5: number 1, Ir, carries 1.927; number 2, C, carries -0.514; number 3, C, carries -0.627; number 4, C, carries -0.441; number 5, C, carries -0.103



Quick one: least stable of them? (1)



(1)
The following is a quantum chemistry calculation of CH3FN2 in the gas phase, from the OMol25 dataset.

Atoms and positions in Å:
C1 0.45 0.44 0.07
N1 0.05 -0.92 0.31
N2 -0.80 -0.21 -0.62
F1 -1.81 0.35 0.19
H1 0.19 1.11 0.77
H2 1.33 0.85 -0.57
H3 0.58 -1.62 -0.15

Computed properties:
**HOMO**: -10.740 eV
**SMILES**: FN1CN1
**Net charge**: 0

Mulliken population analysis, charges in e, atoms 1 to 5: number 1, C, carries -0.053; number 2, N, carries -0.343; number 3, N, carries -0.094; number 4, F, carries -0.194; number 5, H, carries 0.236



(2)
The following is a quantum chemistry calculation of CH3FN2 in the gas phase, from the OMol25 dataset.

Atoms and positions in Å:
C1 0.29 -0.13 -0.29
N1 0.05 -1.27 0.70
N2 -0.50 0.89 -0.02
F1 0.69 -2.43 0.30
H1 0.92 0.02 -1.07
H2 -0.42 1.88 -0.44
H3 -1.03 1.04 0.82

Computed properties:
**HOMO**: -8.373 eV
**SMILES**: N/C=N/F
**Net charge**: 0

Mulliken population analysis, charges in e, atoms 1 to 5: number 1, C, carries 0.037; number 2, N, carries -0.340; number 3, N, carries -0.361; number 4, F, carries -0.187; number 5, H, carries 0.347



Quick one: least stable of them? (1)



(1)
The following is a quantum chemistry calculation of a molecular structure, C3H8BrOPS, from the OMol25 dataset.

Atoms and positions in Å:
C1 0.22 2.46 -0.98
C2 -0.26 -2.88 1.14
C3 -0.57 1.33 -0.26
O1 -0.87 -1.54 1.14
P1 0.35 -0.24 -0.23
S1 0.50 -1.06 -1.99
Br1 1.97 0.45 1.08
H1 0.24 2.33 -2.08
H2 -0.13 3.46 -0.63
H3 1.39 2.34 -0.82
H4 -0.23 -3.15 0.11
H5 -0.92 -3.54 1.72
H6 0.64 -2.88 1.78
H7 -1.42 1.24 -0.81
H8 -0.91 1.67 0.82

Computed properties:
**HOMO**: -9.551 eV
**Net charge**: 0

Mulliken population analysis, charges in e, atoms 1 to 5: number 1, C, carries -0.854; number 2, C, carries -0.580; number 3, C, carries -0.637; number 4, O, carries -0.530; number 5, P, carries 0.756



(2)
The following is a quantum chemistry calculation of a molecular structure, C3H8BrOPS, from the OMol25 dataset.

Atoms and positions in Å:
C1 1.84 -1.14 1.47
C2 -1.97 1.65 -1.33
C3 0.83 -0.19 0.91
O1 -1.07 1.28 -0.32
P1 0.03 -0.59 -0.68
S1 1.18 -0.62 -2.19
Br1 -1.51 -2.15 -0.35
H1 2.79 -1.11 0.91
H2 2.03 -0.90 2.52
H3 1.45 -2.27 1.54
H4 -1.52 1.88 -2.24
H5 -2.47 2.56 -1.04
H6 -2.78 0.87 -1.28
H7 1.20 0.76 0.44
H8 -0.04 -0.03 1.65

Computed properties:
**HOMO**: -9.442 eV
**Net charge**: 0

Mulliken population analysis, charges in e, atoms 1 to 5: number 1, C, carries -0.960; number 2, C, carries -0.638; number 3, C, carries -0.360; number 4, O, carries -0.494; number 5, P, carries 0.663



Quick one: least stable of them? (1)